{"formula": "C9H14", "method": "the ωB97M-V functional and the def2-TZVPD basis", "de_lowest_ev": 0.555, "charge": 0, "e_homo_ha": -0.3313, "fmax_ev_per_a": 2.868, "orbital_gap_ev": 10.03, "symbols": ["C", "C", "C", "C", "C", "C", "C", "H", "H", "H", "H", "H", "H", "H", "H", "C", "C", "H", "H", "H", "H", "H", "H"], "coordinates": [[0.07627, -2.91606, -1.41208], [-0.17321, -1.96097, -0.28036], [0.52111, -2.10820, 0.94665], [0.32850, -1.24040, 1.99113], [-0.75663, -0.30706, 1.91567], [-1.42747, -0.24095, 0.73828], [-1.17248, -1.02168, -0.40268], [0.66103, -2.38638, -2.18081], [-0.79955, -3.22820, -1.97427], [0.71202, -3.77262, -1.19145], [1.28657, -2.86960, 1.02745], [1.02551, -1.18573, 2.81410], [-0.85943, 0.40588, 2.71755], [-2.25732, 0.46314, 0.67549], [-1.80206, -0.96059, -1.27639], [1.19967, 2.51714, -0.65770], [-0.10073, 3.27496, -0.32241], [1.61075, 1.82058, 0.07402], [1.11527, 1.88582, -1.54455], [1.88768, 3.31978, -0.90615], [-0.96606, 2.65293, -0.13000], [0.14966, 3.90200, 0.53658], [-0.25909, 3.95619, -1.15806]], "atomic_forces_ev_per_a": [[1.068, 0.517, -1.091], [-0.245, -1.377, 0.334], [0.253, 0.242, -0.856], [-1.205, 1.159, -0.113], [2.656, -1.060, 0.231], [-1.867, 0.891, -1.118], [0.344, 0.044, 1.649], [-0.013, 0.055, 0.105], [-0.333, -0.150, 0.409], [-0.294, -0.097, 0.420], [0.065, -0.015, -0.117], [-0.162, -0.366, 0.277], [-0.457, 0.041, 0.042], [0.126, 0.002, -0.043], [0.080, 0.148, -0.138], [-0.408, -0.172, -0.627], [1.219, -0.112, 0.078], [-0.143, 0.468, 0.470], [-0.248, 0.189, -0.209], [0.637, -0.286, 0.112], [-0.108, -0.026, 0.030], [-0.500, -0.041, 0.132], [-0.463, -0.054, 0.024]], "lowdin_charge": [-0.0629, -0.2796, -0.0591, -0.0784, -0.0908, -0.1235, -0.0460, 0.0835, 0.0747, 0.0733, 0.1049, 0.0970, 0.0975, 0.1004, 0.1116, -0.1729, -0.1576, 0.0562, 0.0553, 0.0556, 0.0393, 0.0614, 0.0602]}

***

{"formula": "C9H14", "method": "the ωB97M-V functional and the def2-TZVPD basis", "de_lowest_ev": 0.322, "charge": 0, "e_homo_ha": -0.3344, "fmax_ev_per_a": 1.362, "orbital_gap_ev": 10.14, "symbols": ["C", "C", "C", "C", "C", "C", "C", "H", "H", "H", "H", "H", "H", "H", "H", "C", "C", "H", "H", "H", "H", "H", "H"], "coordinates": [[0.19394, -1.74029, 1.89540], [-0.02707, -1.22674, 0.48685], [-1.17568, -0.50600, 0.17068], [-1.40579, -0.11706, -1.14434], [-0.54386, -0.51446, -2.15331], [0.61476, -1.21715, -1.84668], [0.85423, -1.57468, -0.52469], [0.85615, -2.59349, 1.89889], [-0.75183, -2.11075, 2.28871], [0.64118, -0.95863, 2.50541], [-1.88389, -0.19191, 0.92097], [-2.26320, 0.51732, -1.30359], [-0.76628, -0.27239, -3.18679], [1.14943, -1.58520, -2.69124], [1.75317, -2.12271, -0.27394], [0.71385, 2.66172, 0.25367], [0.39587, 2.92267, 1.72711], [0.65247, 1.61441, 0.02143], [0.06441, 3.24137, -0.39347], [1.78367, 2.79207, 0.06547], [-0.56409, 2.43768, 1.93742], [1.15276, 2.60123, 2.43528], [0.19682, 3.97224, 1.90843]], "atomic_forces_ev_per_a": [[-0.138, 0.170, -0.567], [-0.317, -0.537, 0.429], [0.445, 0.217, -0.573], [-0.005, 0.007, 0.606], [-0.045, 0.331, -0.110], [-1.321, -0.043, 0.267], [0.436, 0.155, -0.384], [0.366, -0.167, -0.077], [-0.006, 0.343, 0.321], [-0.207, -0.022, 0.336], [-0.013, -0.115, 0.291], [-0.170, -0.057, -0.451], [0.028, 0.043, 0.067], [0.920, -0.168, -0.149], [-0.013, -0.149, 0.017], [1.133, -0.243, 0.716], [-0.946, -0.032, -0.424], [-0.707, -0.593, -0.121], [0.202, 0.018, -0.236], [-0.142, 0.876, -0.252], [0.213, -0.139, 0.339], [0.069, -0.236, -0.061], [0.216, 0.342, 0.016]], "lowdin_charge": [-0.0455, -0.2890, -0.0691, -0.0977, -0.1005, -0.0821, -0.0573, 0.0675, 0.0792, 0.0778, 0.1097, 0.1002, 0.0998, 0.0926, 0.1080, -0.1573, -0.1637, 0.0260, 0.0679, 0.0650, 0.0561, 0.0595, 0.0528]}

***

{"formula": "C9H14", "method": "the ωB97M-V functional and the def2-TZVPD basis", "de_lowest_ev": 1.593, "charge": 0, "e_homo_ha": -0.3291, "fmax_ev_per_a": 3.933, "orbital_gap_ev": 9.96, "symbols": ["C", "C", "C", "C", "C", "C", "C", "H", "H", "H", "H", "H", "H", "H", "H", "C", "C", "H", "H", "H", "H", "H", "H"], "coordinates": [[2.50964, -1.09926, -1.14269], [1.04609, -1.32464, -0.74087], [0.26071, -1.96823, -1.66428], [-1.10139, -2.03629, -1.33623], [-1.68067, -1.60581, -0.14916], [-0.78372, -1.14950, 0.89301], [0.52382, -0.92483, 0.53292], [3.17163, -1.85180, -0.51219], [2.78675, -0.10089, -0.84441], [2.56868, -1.28337, -2.17445], [0.60332, -2.31570, -2.62172], [-1.84888, -2.48756, -2.06827], [-2.71120, -1.70966, 0.22388], [-1.33029, -0.71678, 1.72967], [1.22349, -0.61845, 1.25437], [-0.25386, 2.44586, 0.47352], [-1.06463, 2.84466, 1.65851], [-0.43595, 3.14318, -0.35041], [0.78978, 2.29024, 0.63733], [-0.41592, 1.47943, -0.04551], [-0.50787, 2.79842, 2.64461], [-1.94066, 2.17928, 1.93914], [-1.40886, 4.01168, 1.66324]], "atomic_forces_ev_per_a": [[-0.197, -1.602, 3.587], [1.000, 0.069, 0.491], [-1.791, 0.812, 1.161], [-2.744, -1.221, -1.275], [1.976, -0.107, 2.024], [-1.854, 0.665, -2.534], [0.218, -1.384, -1.133], [-1.072, 1.479, -1.485], [0.403, 0.347, -0.233], [0.614, -0.087, -1.279], [0.207, -0.034, -0.131], [1.257, 0.566, 0.732], [0.318, -0.089, -1.159], [0.869, -0.352, 0.483], [0.820, 0.828, 0.799], [-0.231, -0.726, -2.154], [-1.390, 1.658, 3.148], [0.496, 0.168, 0.168], [0.941, 0.804, 0.455], [-0.976, 0.213, 0.800], [-0.093, 0.005, -1.182], [0.655, 0.937, -0.935], [0.574, -2.951, -0.348]], "lowdin_charge": [-0.0453, -0.2732, -0.0641, -0.1081, -0.0893, -0.0890, -0.0798, 0.1242, 0.0630, 0.0430, 0.1065, 0.1174, 0.1010, 0.0987, 0.0937, -0.2038, -0.2020, 0.0659, 0.0503, 0.0520, 0.0626, 0.0657, 0.1106]}

***

{"formula": "C9H14", "method": "the ωB97M-V functional and the def2-TZVPD basis", "de_lowest_ev": 1.176, "charge": 0, "e_homo_ha": -0.3297, "fmax_ev_per_a": 2.504, "orbital_gap_ev": 9.96, "symbols": ["C", "C", "C", "C", "C", "C", "C", "H", "H", "H", "H", "H", "H", "H", "H", "C", "C", "H", "H", "H", "H", "H", "H"], "coordinates": [[-0.06551, 2.06504, -2.61291], [-0.53293, 1.31224, -1.38769], [-0.52573, -0.07429, -1.44273], [-1.20555, -0.82892, -0.48797], [-1.80629, -0.10572, 0.59127], [-1.60716, 1.24078, 0.73035], [-1.05177, 1.98918, -0.31816], [-0.25088, 3.12395, -2.40649], [-0.68459, 1.79554, -3.49612], [1.01907, 2.01212, -2.80239], [-0.11560, -0.65554, -2.25092], [-1.42784, -1.89242, -0.54203], [-2.23005, -0.77325, 1.34131], [-1.78761, 1.70574, 1.70546], [-0.91254, 3.06030, -0.31017], [1.17677, -1.51886, 1.07236], [2.02670, -1.87974, 2.28087], [1.63622, -1.87637, 0.16647], [0.30032, -2.19826, 1.12577], [1.09106, -0.43173, 1.11137], [2.94766, -2.38765, 1.98959], [1.50089, -2.53561, 2.97310], [2.50536, -1.14654, 2.96967]], "atomic_forces_ev_per_a": [[-0.109, 0.797, 0.168], [0.546, -0.153, -1.622], [-1.074, -1.745, 0.650], [-1.284, 2.090, 0.505], [1.071, -2.142, -0.728], [0.068, 0.868, 0.710], [0.205, -0.626, 0.696], [-0.023, 0.016, -0.277], [0.698, 0.042, 0.440], [-0.456, -0.429, -0.143], [0.343, 0.394, -0.497], [0.536, 0.174, -0.227], [-0.194, 0.715, 0.222], [-0.429, 0.020, -0.512], [-0.288, 0.110, 0.340], [0.380, -0.624, 1.178], [1.727, -0.776, 1.257], [0.521, 0.415, -0.474], [-0.084, 1.389, 0.065], [-1.009, -0.317, -0.678], [-0.140, -0.545, -0.182], [-0.022, -0.194, -0.069], [-0.984, 0.521, -0.821]], "lowdin_charge": [-0.0561, -0.3048, -0.0686, -0.1109, -0.1111, -0.0956, -0.0544, 0.0653, 0.0917, 0.0836, 0.1098, 0.1053, 0.1024, 0.1068, 0.1069, -0.1704, -0.1855, 0.0615, 0.0712, 0.0752, 0.0536, 0.0546, 0.0696]}

***

{"formula": "C9H14BN", "method": "the ωB97M-V functional and the def2-TZVPD basis", "de_lowest_ev": 0.000, "charge": 0, "e_homo_ha": -0.3266, "fmax_ev_per_a": 4.810, "orbital_gap_ev": 9.58, "symbols": ["C", "B", "C", "C", "C", "C", "C", "C", "N", "C", "C", "H", "H", "H", "H", "H", "H", "H", "H", "H", "H", "H", "H", "H", "H"], "coordinates": [[-1.10893, -1.38767, 1.66652], [-0.48304, -0.42934, 0.55327], [1.11596, -0.19080, 0.30996], [2.03052, -0.14785, 1.30806], [3.39654, 0.06879, 1.02503], [3.87318, 0.19619, -0.25538], [2.94519, 0.14308, -1.26673], [1.62568, -0.09958, -0.98828], [-1.33562, 0.29590, -0.35770], [-0.91928, 1.36105, -1.24456], [-2.77762, 0.00766, -0.37777], [-1.35648, -2.44240, 1.16779], [-2.03817, -0.99552, 1.93746], [-0.46387, -1.82422, 2.33978], [1.68024, 0.04668, 2.30370], [4.03522, 0.12706, 1.85193], [4.89149, 0.38193, -0.30990], [3.36183, 0.18891, -2.17763], [0.83922, 0.03035, -1.67963], [-1.83896, 2.08906, -1.37366], [-0.10607, 1.68708, -0.66896], [-0.59583, 1.01012, -2.25948], [-2.95142, -0.09199, -1.46210], [-3.17383, -0.85224, 0.13376], [-3.32463, 0.91427, -0.00477]], "atomic_forces_ev_per_a": [[-0.055, -2.097, -4.329], [0.631, 0.899, -1.103], [-1.484, -0.878, -0.447], [1.549, 1.271, 0.652], [-1.600, -0.456, 0.326], [-1.713, -0.338, 1.859], [-0.269, -0.700, 1.978], [-0.632, 0.621, 0.474], [-0.532, -2.398, 2.032], [-2.618, -0.056, -0.746], [0.126, 1.924, -1.439], [0.056, 2.107, 0.242], [-1.259, 0.360, 1.346], [1.390, 0.111, 2.340], [0.058, -0.683, 0.682], [1.054, 0.212, 1.039], [1.756, 0.259, -0.930], [0.661, 0.415, -3.666], [0.082, -0.590, -1.433], [2.142, -1.013, 0.342], [1.230, 1.847, -0.188], [-0.503, 0.398, 0.725], [-0.812, -0.114, 0.374], [0.530, -0.405, 0.234], [0.213, -0.699, -0.364]], "lowdin_charge": [-0.0095, -0.3276, -0.1361, -0.0573, -0.0709, -0.0780, -0.0638, -0.0568, -0.1535, -0.0833, -0.0756, 0.1203, 0.0228, 0.0155, 0.1071, 0.0821, 0.0857, 0.0676, 0.0629, 0.1295, 0.0642, 0.0948, 0.0918, 0.0679, 0.1000]}

***

{"formula": "C9H14BrN2O2", "method": "the ωB97M-V functional and the def2-TZVPD basis", "de_lowest_ev": 2.984, "charge": 1, "e_homo_ha": -0.4391, "fmax_ev_per_a": 5.391, "orbital_gap_ev": 6.45, "symbols": ["C", "C", "C", "C", "C", "C", "C", "C", "C", "N", "N", "O", "O", "Br", "H", "H", "H", "H", "H", "H", "H", "H", "H", "H", "H", "H", "H", "H"], "coordinates": [[-1.40748, 0.15148, -1.00288], [0.07617, -1.50429, 1.90946], [-0.68373, 0.98117, -0.26591], [-0.49386, 0.78505, 1.17084], [2.31419, -3.56476, 3.55056], [-0.35986, 1.97913, 2.08687], [-0.99141, -0.87855, -3.35970], [1.18761, 2.03198, -1.37980], [-1.75842, 0.29990, -2.46808], [-0.42851, -0.34829, 1.70218], [1.28730, -1.84943, 1.72562], [1.38390, -4.00181, 4.07352], [-0.12633, 2.13761, -0.75139], [3.94712, -3.43264, 2.97986], [-1.88816, -0.72753, -0.50232], [-0.66239, -2.16840, 2.50656], [0.75888, 2.31897, 2.00675], [-0.62082, 1.77330, 3.02028], [-1.06143, 2.66287, 1.79398], [0.01711, -0.63378, -3.17214], [-1.24826, -0.81913, -4.36275], [-1.14997, -1.86108, -2.93056], [1.51129, 3.15005, -1.32753], [0.86849, 1.64002, -2.41353], [1.76275, 1.31150, -0.80723], [-2.80463, 0.30132, -2.60026], [-1.36880, 1.35146, -2.73984], [1.93926, -1.08611, 1.55744]], "atomic_forces_ev_per_a": [[-1.467, -1.564, -0.488], [-2.492, -1.182, 1.911], [0.498, 0.390, -0.588], [0.213, 0.293, 0.892], [-3.667, -1.011, 0.587], [3.804, -0.397, -3.799], [-1.330, 1.919, 3.474], [-2.332, 1.299, -0.880], [3.146, 0.434, -0.444], [-0.411, 0.934, 0.001], [2.557, -1.732, 1.132], [2.567, 1.462, -1.291], [-0.294, 0.241, 0.616], [0.617, 0.190, -0.124], [0.623, 0.848, -0.253], [1.270, 0.403, -1.455], [-2.249, -0.157, 0.176], [-0.549, -1.462, 4.147], [-1.149, 2.491, -1.188], [1.419, 0.059, -0.318], [-0.451, 0.061, -1.791], [-0.380, -0.126, -0.054], [0.078, -2.387, -0.512], [1.590, 0.731, 1.174], [0.586, 0.153, -0.188], [-1.232, -0.205, -0.163], [-0.630, -1.693, -0.120], [-0.333, 0.006, -0.457]], "lowdin_charge": [-0.0195, -0.3489, -0.2840, -0.2108, -0.6397, 0.0383, -0.0297, -0.0159, -0.1560, 0.1509, 0.0430, 0.2257, -0.1605, 1.1347, 0.1413, 0.1584, 0.1522, 0.0366, 0.0638, 0.0355, 0.0407, 0.0665, 0.1345, 0.1053, 0.0774, 0.0823, 0.1251, 0.0530]}